Record 1
# C5H6N2

One molecule with the formula C5H6N2 (ωB97M-V with the def2-TZVPD basis set, the Open Molecules 2025 dataset).

Values from the calculation:
- E_HOMO: -0.3623 hartree
- SMILES string: N#C[C@H]1[C@H]2CCN21
- HOMO-LUMO gap: 10.8 eV
- ΔE to the lowest compared entry with this formula, charge and spin: 57.78 kcal per mole

Structure (XYZ):
```
13
Properties=species:S:1:pos:R:3:lowdin_charge:R:1
N -1.3994 1.8591 1.4929 0.1651
C -1.1437 1.4063 0.4587 -0.1846
C -0.6383 0.8727 -0.7928 -0.2374
C 0.7255 0.2947 -0.7486 -0.1950
C 0.9159 -0.3358 0.6333 -0.1092
C -0.1985 -1.3081 0.1865 -0.1507
N -0.4466 -0.5595 -1.0819 0.0121
H -0.9648 1.4210 -1.6713 0.1421
H 1.4883 0.5390 -1.4832 0.1374
H 1.8838 -0.7841 0.8483 0.1057
H 0.6446 0.3374 1.4501 0.0881
H 0.2133 -2.2775 -0.1072 0.1126
H -1.0803 -1.4650 0.8152 0.1136
```



Record 2
# C7H7NS

One molecule with the formula C7H7NS (ωB97M-V with the def2-TZVPD basis set, the Open Molecules 2025 dataset).

Values from the calculation:
- E_HOMO (alpha / beta): -0.3247 / -0.2931 hartree
- HOMO-LUMO gap (alpha / beta): 8.1 / 7.9 eV
- ΔE to the lowest compared entry with this formula, charge and spin: 86.79 kcal per mole

Structure (XYZ):
```
16
Properties=species:S:1:pos:R:3:lowdin_charge:R:1
C 0.7820 -1.6596 0.6865 -0.3394
C -1.7070 0.3593 0.3275 -0.1205
C -1.6863 -0.0652 -1.0687 -0.1998
C -0.6730 0.7414 1.0751 -0.1077
C -0.6945 -0.6052 -1.7106 0.1491
C 0.7548 0.8581 0.6224 -0.2301
C 1.3527 -0.4754 0.2723 -0.6394
N 0.3269 -2.6517 1.0672 0.1775
S 2.8651 -0.5437 -0.5990 0.8376
H -2.6919 0.3708 0.7734 0.1018
H -2.6530 0.0590 -1.5741 0.1044
H -0.8548 1.0119 2.1054 0.1047
H -0.4254 -0.9906 -2.6628 0.0432
H 0.8061 1.5028 -0.2624 0.1172
H 1.3528 1.3287 1.4134 0.1179
H 3.1455 0.7593 -0.4656 -0.1166
```



Record 3
# C6H5FO

One molecule with the formula C6H5FO (ωB97M-V with the def2-TZVPD basis set, the Open Molecules 2025 dataset).

Values from the calculation:
- E_HOMO: -0.3309 hartree
- SMILES string: C=C1C=C(F)CC1=O
- HOMO-LUMO gap: 9.1 eV
- ΔE to the lowest compared entry with this formula, charge and spin: 7.86 kcal per mole

Structure (XYZ):
```
13
Properties=species:S:1:pos:R:3:lowdin_charge:R:1
C -0.0708 -0.0700 2.1926 0.1180
C -0.1585 -0.1018 0.8409 -0.2310
C -1.2925 -0.2873 -0.0776 0.0525
C -0.8388 -0.0753 -1.3349 -0.2440
F -1.5225 -0.0222 -2.4892 0.0801
C 0.6516 0.1458 -1.4291 -0.0224
C 1.0619 0.1039 0.0053 -0.3657
O 2.1572 0.2722 0.4906 0.0993
H 1.0025 0.0943 2.4543 0.0854
H -0.7948 -0.1847 2.9554 0.0543
H -2.2315 -0.4470 0.2878 0.0913
H 0.8402 1.1405 -1.8669 0.1478
H 1.1959 -0.5683 -2.0293 0.1344
```



Record 4
# C4H5ClN2O

A 2-piece molecular cluster, C4H5ClN2O overall (ωB97M-V with the def2-TZVPD basis set, the Open Molecules 2025 dataset).

Values from the calculation:
- E_HOMO: -0.3415 hartree
- SMILES string: C=Nc1ccno1.Cl
- HOMO-LUMO gap: 9.5 eV
- ΔE to the lowest compared entry with this formula, charge and spin: 56.99 kcal per mole

Structure (XYZ):
```
13
Properties=species:S:1:pos:R:3:lowdin_charge:R:1
C -1.2311 -1.0079 -0.7665 -0.0014
N -1.1615 -0.2870 0.2679 0.0660
C 0.0363 0.0196 0.8400 -0.3626
C 0.3065 0.4299 2.1256 0.0090
C 1.6967 0.6489 2.1150 -0.1416
N 2.2009 0.4156 0.9341 0.0446
O 1.1915 0.0159 0.1328 -0.0012
H -2.2081 -1.1703 -1.1982 0.0703
H -0.3738 -1.4747 -1.2508 0.0879
H -0.3896 0.5341 2.9292 0.1031
H 2.3329 0.9810 2.9122 0.1093
Cl -1.3970 -0.1499 -4.6259 0.2671
H -1.0035 1.0448 -4.4154 -0.2503
```



Record 5
# C36H50AlFGe2N4O5

C36H50AlFGe2N4O5 as an isolated structure (ωB97M-V with the def2-TZVPD basis set, the Open Molecules 2025 dataset).

Values from the calculation:
- E_HOMO: -0.4336 hartree
- HOMO-LUMO gap: 6.1 eV
- Net charge: +2
- ΔE to the lowest compared entry with this formula, charge and spin: 0.00 kcal per mole

Structure (XYZ):
```
99
Properties=species:S:1:pos:R:3:lowdin_charge:R:1
Al -0.6309 -0.1303 -0.4462 0.0968
F -6.2193 -2.6171 -2.9962 0.0870
C -5.7955 -2.7645 -1.7306 -0.1767
C -4.5896 -2.2364 -1.3846 0.1069
C -4.0962 -2.4096 -0.0850 -0.0365
C -2.8021 -1.8767 0.2807 -0.2093
O -2.0833 -1.3224 -0.6115 0.0294
C -2.4026 -2.0487 1.6163 0.0067
C -3.1936 -2.7802 2.4702 0.0837
N -4.3845 -3.2816 2.1397 0.0337
C -5.1318 -4.0693 3.1068 -0.2494
C -6.3775 -3.4916 3.7152 -0.0820
C -5.1365 -3.6528 4.5422 -0.0658
C -4.8715 -3.1139 0.8457 -0.0928
C -6.1193 -3.6315 0.4733 0.0740
C -6.6028 -3.4773 -0.8155 -0.1216
N -7.8542 -4.0094 -1.1644 -0.0886
C -8.5753 -3.5755 -2.3590 -0.1220
C -10.0137 -4.1030 -2.2792 -0.0683
N -10.3820 -4.2716 -0.8331 0.0630
C -9.5980 -5.4029 -0.2075 -0.0613
C -8.1849 -5.3786 -0.7997 -0.1179
C -1.1351 -1.5088 2.1798 -0.4690
O -0.6295 -1.9718 3.1635 0.1418
O -0.6740 -0.4184 1.5460 -0.1345
H -4.0052 -1.7017 -2.1195 0.1456
H -2.8477 -2.9751 3.4760 0.1597
H -5.1067 -5.1291 2.8850 0.1618
H -7.2092 -4.1602 3.8879 0.1091
H -6.6380 -2.4817 3.4278 0.1190
H -5.0939 -4.4439 5.2758 0.1203
H -4.6188 -2.7466 4.8229 0.1148
H -6.7230 -4.1325 1.2142 0.1123
H -8.1371 -3.9437 -3.2900 0.1376
H -8.5797 -2.4873 -2.3978 0.1395
H -10.1294 -5.0856 -2.7326 0.1409
H -10.7229 -3.4203 -2.7406 0.1444
H -11.3839 -4.4322 -0.7278 0.1896
H -10.1601 -3.4067 -0.3375 0.1856
H -10.1293 -6.3255 -0.4336 0.1420
H -9.6115 -5.2338 0.8673 0.1361
H -8.1259 -6.0342 -1.6756 0.1416
H -7.4798 -5.7671 -0.0710 0.1308
C 3.0298 1.4115 3.3366 -0.1537
C 2.2211 0.6545 2.2749 -0.3024
Ge 0.3269 0.9252 2.6155 1.0369
C -0.1874 0.5724 4.4762 -0.3107
C -0.0666 1.8031 5.3812 -0.1511
C -0.4894 2.6053 2.1358 -0.1881
C -1.2351 3.1347 1.1503 -0.3038
Ge -1.5137 2.1593 -0.5609 0.9529
C -0.6040 2.9455 -2.1505 -0.3730
C -0.8343 4.3584 -2.6791 -0.1698
C -3.4578 1.9366 -0.9451 -0.3712
C -4.4001 3.1354 -0.8762 -0.1660
C -1.8957 4.4476 1.3971 -0.2467
C -2.2571 4.8562 2.6852 -0.0406
C -2.8599 6.0830 2.9028 -0.0695
C -3.1246 6.9337 1.8373 -0.0734
C -2.7979 6.5340 0.5518 -0.0616
C -2.2030 5.2995 0.3402 -0.0651
H 4.0958 1.3148 3.1323 0.0795
H 2.8567 1.0231 4.3413 0.0654
H 2.8036 2.4801 3.3411 0.0728
H 2.4388 -0.4139 2.3163 0.0832
H 2.4707 0.9901 1.2720 0.0651
H 0.4457 -0.2374 4.8401 0.0727
H -1.2121 0.1967 4.5133 0.0672
H 0.9286 2.2488 5.3525 0.0659
H -0.2647 1.5307 6.4181 0.0777
H -0.7849 2.5772 5.1105 0.0541
H -0.3444 3.2536 3.0035 0.0495
H -0.8849 2.2464 -2.9500 0.0402
H 0.4675 2.7897 -1.9831 0.0648
H -1.8949 4.5795 -2.8136 0.0635
H -0.3516 4.4851 -3.6493 0.0749
H -0.4146 5.1140 -2.0149 0.0691
H -3.8082 1.1560 -0.2585 0.0420
H -3.5034 1.4859 -1.9447 0.0532
H -4.3705 3.6157 0.1012 0.0620
H -5.4344 2.8402 -1.0701 0.0658
H -4.1381 3.8969 -1.6119 0.0641
H -2.0951 4.2011 3.5317 0.0982
H -3.1327 6.3740 3.9088 0.1076
H -3.5924 7.8936 2.0100 0.1080
H -3.0084 7.1803 -0.2905 0.1107
H -1.9743 4.9969 -0.6692 0.0585
N -0.3674 -0.4188 -2.5277 0.0392
C 0.4118 -1.5990 -3.0093 -0.1637
C 1.3456 -2.1503 -1.9302 -0.0745
C 1.9737 -1.0248 -1.1234 -0.5438
O 3.1306 -0.7132 -1.1920 0.1333
O 1.1034 -0.4262 -0.3152 -0.0437
H -1.2276 -0.3501 -3.0625 0.1161
H 0.1484 0.4308 -2.7536 0.0942
H 0.9834 -1.3131 -3.8921 0.1310
H -0.2982 -2.3665 -3.3130 0.1220
H 2.1260 -2.7462 -2.3976 0.1312
H 0.7865 -2.7927 -1.2451 0.1218
```



Record 6
# C3H9NO2Os

C3H9NO2Os as an isolated structure (ωB97M-V with the def2-TZVPD basis set, the Open Molecules 2025 dataset).

Values from the calculation:
- ⟨S²⟩: 6.019
- E_HOMO (alpha / beta): -0.7259 / -0.7198 hartree
- HOMO-LUMO gap (alpha / beta): 6.8 / 5.6 eV
- Net charge: +2
- Spin multiplicity: 5

Structure (XYZ):
```
16
Properties=species:S:1:pos:R:3:lowdin_charge:R:1
Os -0.0728 -0.0370 -0.1157 1.7953
C -2.5433 0.7847 -2.7874 0.0015
H -3.3658 1.0714 -2.1254 0.0430
H -2.1350 1.6882 -3.2593 0.0511
H -2.9365 0.1169 -3.5749 0.0653
H -1.7393 0.2449 -2.2079 -0.0563
H 0.8392 -0.6818 -1.2735 -0.0172
N 0.7889 1.0319 1.2531 -0.1077
C 0.4087 0.5272 2.5940 -0.0601
C -0.6310 -0.5943 2.4630 -0.5266
O -1.0635 -1.0408 3.5186 0.2523
O -1.0079 -0.9887 1.2693 -0.1134
H 1.8054 1.0061 1.3141 0.1580
H 0.5716 2.0299 1.3614 0.1729
H 1.3188 0.1737 3.0826 0.1715
H -0.0153 1.3615 3.1537 0.1705
```



Summary of DFT total energy in hartree
-303.54399; -723.69456; -406.68720; -800.28875; -6492.81867; -414.63200
(order as listed above)